DFT (ωB97M-V/def2-TZVPD) results for one molecule with the formula C2HF4I at a distorted geometry.

For the energy above the lowest of the compared OMol25 structures with the same formula, charge and spin, the calculation gives 0.2989 eV. The charge is 0. The calculation puts the HOMO energy at -10.30 eV. The value obtained for the largest force on an atom is 4.8 eV Å⁻¹.

Each line ends with the natural charge from an NBO analysis.
Atoms and positions in Å:
F -1.719 -0.677 -0.254  -0.321
C -0.747 -0.192 0.585  0.522
F -0.292 -1.197 1.386  -0.335
C 0.571 0.349 -0.519  0.504
F 0.115 0.081 -1.788  -0.346
F 0.693 1.610 -0.415  -0.310
I 2.409 -0.625 -0.316  0.126
H -1.030 0.650 1.322  0.160